Density functional theory data (wB97M-V/def2-TZVPD) for 9 unconnected molecules or ions with the total composition C27H59N5O15S2 in a non-equilibrium geometry.

Summary:
SMILES string   O=S1(=O)OCCO1.O=S1(=O)OCCO1.CNC(C)=O.CNC(C)=O.CNC(C)=O.CNC(C)=O.CNC(C)=O.C1CCOC1.C1CCOC1
Frontier orbital gap   9.286 eV
Energy relative to the best compared isomer or geometry (same formula, charge and spin)   32.18 kcal/mol

ORCA input file:
```
! wB97M-V def2-TZVPD RIJCOSX def2/J DEFGRID3
* xyz 0 1
O 9.014 -1.607 2.286
S 8.489 -2.976 2.439
O 9.381 -4.143 2.617
O 7.483 -3.018 3.747
C 6.597 -4.138 3.616
C 6.365 -4.340 2.169
O 7.160 -3.324 1.465
H 7.140 -4.960 4.083
H 5.696 -3.967 4.205
H 5.334 -4.176 1.858
H 6.566 -5.339 1.783
O -1.394 -6.089 0.398
S -1.733 -6.113 1.787
O -0.758 -5.629 2.791
O -3.086 -5.160 1.956
C -4.199 -5.873 2.424
C -3.670 -7.097 3.005
O -2.608 -7.458 2.158
H -4.819 -5.301 3.114
H -4.904 -6.027 1.607
H -4.324 -7.966 2.931
H -3.305 -7.113 4.032
C 1.273 2.483 10.898
N 0.583 2.365 9.533
C 1.181 1.900 8.376
C 0.351 1.494 7.200
O 2.420 1.830 8.407
H 0.466 2.659 11.609
H 1.712 3.482 10.908
H 1.889 1.624 11.163
H -0.181 3.024 9.487
H 1.030 1.044 6.476
H -0.258 2.281 6.755
H -0.384 0.745 7.493
C -10.559 -0.604 0.593
N -9.110 -0.629 0.417
C -8.290 0.074 1.074
C -8.743 1.266 1.960
O -7.060 -0.167 0.906
H -11.001 -1.194 -0.210
H -10.830 0.452 0.593
H -10.906 -0.917 1.578
H -8.681 -1.411 -0.056
H -9.422 0.984 2.765
H -9.331 1.931 1.327
H -7.928 1.936 2.235
C -5.168 -4.708 -3.398
N -6.174 -5.779 -3.756
C -7.444 -5.868 -3.328
C -8.261 -6.970 -3.867
O -7.920 -5.172 -2.369
H -4.175 -5.110 -3.601
H -5.256 -4.391 -2.359
H -5.239 -3.862 -4.082
H -5.853 -6.467 -4.422
H -8.827 -7.476 -3.085
H -7.615 -7.604 -4.474
H -9.018 -6.572 -4.543
C 3.873 3.974 -3.634
N 5.067 3.244 -3.115
C 5.735 3.632 -1.997
C 6.988 2.804 -1.586
O 5.483 4.679 -1.351
H 3.082 3.257 -3.855
H 4.057 4.622 -4.491
H 3.495 4.612 -2.835
H 5.350 2.405 -3.600
H 7.020 2.438 -0.560
H 7.860 3.420 -1.809
H 7.214 1.945 -2.217
C 4.927 -3.509 -4.157
N 5.792 -2.804 -5.033
C 5.607 -1.660 -5.561
C 6.844 -1.137 -6.161
O 4.529 -1.105 -5.652
H 3.879 -3.529 -4.458
H 4.916 -3.059 -3.165
H 5.306 -4.531 -4.142
H 6.753 -3.114 -5.052
H 7.240 -0.397 -5.466
H 6.528 -0.584 -7.046
H 7.617 -1.858 -6.427
C -0.409 0.534 -1.865
C -1.007 1.739 -1.190
C -0.158 1.977 0.113
O 0.640 0.855 0.234
C 0.824 0.233 -1.057
H -0.207 0.595 -2.934
H -1.178 -0.234 -1.781
H -2.067 1.799 -0.944
H -0.859 2.669 -1.739
H -0.831 2.138 0.955
H 0.476 2.861 0.040
H 0.936 -0.807 -0.749
H 1.758 0.609 -1.475
C -0.144 8.923 -2.721
C 1.264 9.486 -2.792
C 1.133 10.834 -2.164
O -0.066 10.777 -1.358
C -0.585 9.492 -1.318
H -0.313 7.848 -2.777
H -0.818 9.549 -3.306
H 1.682 9.585 -3.794
H 1.992 8.984 -2.155
H 0.818 11.502 -2.965
H 2.036 11.261 -1.726
H -1.663 9.346 -1.250
H -0.116 8.841 -0.580
*
```

Density functional theory data (wB97M-V/def2-TZVPD) for a molecular structure, C27H60CaN11O15 in a non-equilibrium geometry.

Summary:
Frontier orbital gap   6.572 eV

ORCA input file:
```
! wB97M-V def2-TZVPD RIJCOSX def2/J DEFGRID3
* xyz -1 1
Ca 0.155 -0.164 -0.635
C -3.769 -1.787 1.656
C -4.023 -1.244 0.283
C -5.497 -1.100 0.027
C -6.018 0.050 0.793
C -5.463 1.377 0.329
C -3.934 1.343 0.493
N -3.415 0.059 0.085
O -2.011 -0.150 0.226
C -3.616 1.584 1.973
C -3.321 2.514 -0.319
C -3.395 -2.323 -0.695
H -3.943 -2.887 1.646
H -4.407 -1.338 2.381
H -2.762 -1.570 1.761
H -5.942 -2.085 0.217
H -5.707 -0.992 -1.018
H -5.812 -0.054 1.860
H -7.128 0.053 0.711
H -5.862 2.137 0.992
H -5.756 1.519 -0.723
H -4.164 2.412 2.445
H -2.555 1.652 2.201
H -3.959 0.692 2.586
H -3.919 3.445 -0.253
H -3.302 2.158 -1.343
H -2.272 2.664 0.099
H -3.975 -3.214 -0.457
H -2.339 -2.511 -0.481
H -3.500 -1.882 -1.710
C 4.576 -0.227 0.438
C 5.680 0.401 -0.230
C 5.661 0.476 -1.806
O 6.734 0.756 -2.336
C 4.330 0.339 -2.369
C 3.207 -0.066 -1.693
C 3.370 -0.460 -0.190
O 2.268 -0.821 0.441
O 2.021 -0.075 -2.153
O 6.550 1.068 0.310
H 4.689 -0.560 1.449
H 4.291 0.698 -3.399
C 1.672 1.368 2.847
C 0.695 2.111 1.930
C 0.775 3.622 2.152
O 1.050 1.763 0.566
H 1.388 0.295 3.066
H 1.794 1.936 3.795
H 2.649 1.216 2.366
H -0.343 1.751 2.054
H 0.642 3.836 3.218
H -0.049 4.056 1.607
H 1.686 4.005 1.661
H 1.916 2.133 0.433
C 1.140 -3.456 4.454
C 1.862 -2.764 3.280
O 1.017 -1.830 2.643
O 1.160 -2.825 5.672
H 1.659 -4.419 4.545
H 0.126 -3.735 4.054
H 2.095 -3.630 2.552
H 2.825 -2.299 3.615
H 1.384 -1.483 1.813
H 0.875 -1.861 5.618
C 2.370 -3.026 -5.663
C 2.503 -2.031 -4.509
O 1.696 -0.913 -4.866
O 1.104 -3.245 -6.214
H 2.752 -4.021 -5.320
H 3.057 -2.772 -6.466
H 3.550 -1.708 -4.395
H 2.248 -2.392 -3.517
H 1.690 -0.351 -4.066
H 0.400 -2.787 -5.795
C 0.315 -3.599 -1.134
O -0.096 -2.664 -0.427
N 1.393 -4.366 -0.823
N -0.360 -3.923 -2.315
H 1.946 -3.900 -0.110
H 1.906 -4.928 -1.464
H 0.014 -4.651 -2.983
H -1.083 -3.258 -2.681
C -1.723 -0.574 -3.370
O -0.850 -0.919 -2.584
N -2.819 -0.040 -2.935
N -1.559 -0.837 -4.723
H -2.974 0.022 -1.925
H -3.555 0.231 -3.576
H -2.114 -0.234 -5.327
H -0.581 -0.633 -4.963
C 0.243 3.049 -2.067
O -0.312 1.993 -2.036
N 1.593 3.143 -2.284
N -0.454 4.217 -2.007
H 2.179 3.960 -2.337
H 1.961 2.235 -2.529
H -1.347 3.983 -1.644
H -0.069 5.065 -1.589
C -1.034 -0.189 5.041
O -0.039 -0.518 5.731
N -1.317 -0.836 3.874
N -1.896 0.813 5.373
H -0.601 -1.458 3.550
H -2.036 -0.452 3.293
H -2.850 1.036 4.986
H -1.809 1.006 6.396
C 4.444 3.899 0.298
O 3.353 4.435 0.113
N 4.830 3.466 1.543
N 5.441 3.850 -0.695
H 5.513 2.659 1.614
H 4.020 3.558 2.158
H 6.119 3.132 -0.553
H 5.053 3.794 -1.612
*
```

Density functional theory data (wB97M-V/def2-TZVPD) for 4 unconnected molecules or ions with the total composition C27H60ClN3 in a non-equilibrium geometry.

Summary:
Frontier orbital gap   9.526 eV
Energy relative to the best compared isomer or geometry (same formula, charge and spin)   46.49 kcal/mol

ORCA input file:
```
! wB97M-V def2-TZVPD RIJCOSX def2/J DEFGRID3
* xyz 2 1
C -5.708 -14.088 17.036
C -5.556 -13.647 15.541
C -4.792 -14.748 14.706
C -5.562 -16.085 14.747
N -4.925 -17.060 13.840
C -5.719 -18.388 13.952
C -6.340 -18.593 12.606
C -5.424 -17.818 11.603
C -5.050 -16.570 12.404
C -3.511 -17.282 14.216
H -6.177 -13.325 17.634
H -4.766 -14.578 17.352
H -6.477 -14.835 16.989
H -5.108 -12.655 15.435
H -6.600 -13.505 15.136
H -3.784 -14.825 15.131
H -4.569 -14.360 13.686
H -6.599 -16.083 14.442
H -5.592 -16.516 15.781
H -5.021 -19.160 14.312
H -6.403 -18.307 14.769
H -6.450 -19.662 12.374
H -7.333 -18.187 12.644
H -4.608 -18.470 11.232
H -5.891 -17.516 10.699
H -4.089 -16.110 12.141
H -5.882 -15.881 12.495
H -2.893 -16.479 13.843
H -3.141 -18.150 13.683
H -3.403 -17.391 15.249
C 3.477 -14.437 16.937
C 3.984 -14.451 15.476
C 3.694 -13.164 14.676
C 2.180 -12.965 14.669
N 1.600 -11.937 13.686
C 2.050 -10.547 14.029
C 1.240 -10.189 15.277
C -0.022 -11.042 15.158
C 0.069 -11.899 13.907
C 1.820 -12.409 12.332
H 3.875 -13.542 17.481
H 3.810 -15.297 17.514
H 2.377 -14.368 16.876
H 3.468 -15.346 15.025
H 5.077 -14.608 15.452
H 4.052 -13.379 13.676
H 4.268 -12.330 15.044
H 1.762 -12.709 15.625
H 1.803 -13.947 14.357
H 1.643 -9.922 13.204
H 3.132 -10.493 14.075
H 1.060 -9.154 15.335
H 1.766 -10.478 16.144
H -0.967 -10.426 15.170
H -0.043 -11.562 16.134
H -0.194 -11.351 12.987
H -0.325 -12.903 13.887
H 1.514 -13.510 12.229
H 2.856 -12.360 12.059
H 1.291 -11.800 11.554
C 0.743 -20.132 9.849
C 0.920 -18.698 10.344
C 0.735 -17.666 9.157
C -0.620 -17.105 9.363
N -1.131 -16.057 8.365
C -0.298 -14.780 8.452
C -1.343 -13.594 8.461
C -2.688 -14.249 8.134
C -2.461 -15.565 8.817
C -1.150 -16.547 6.939
H 0.803 -20.767 10.692
H 1.664 -20.276 9.202
H -0.142 -20.326 9.241
H 1.948 -18.588 10.807
H 0.183 -18.479 11.139
H 0.854 -18.223 8.242
H 1.421 -16.835 9.154
H -0.649 -16.620 10.358
H -1.409 -17.895 9.223
H 0.294 -14.752 7.561
H 0.244 -14.816 9.427
H -1.028 -12.828 7.730
H -1.473 -13.215 9.437
H -2.966 -14.239 7.063
H -3.510 -13.701 8.647
H -3.198 -16.344 8.511
H -2.354 -15.505 9.908
H -1.553 -15.723 6.202
H -1.597 -17.479 6.857
H -0.084 -16.711 6.751
Cl -1.385 -14.688 12.229
*
```

Density functional theory data (wB97M-V/def2-TZVPD) for a molecular structure, C27H61CoS3SbSe3Si5.

Summary:
Frontier orbital gap (spin up / spin down)   4.229 / 4.597 eV
Energy relative to the best compared isomer or geometry (same formula, charge and spin)   14.08 kcal/mol

ORCA input file:
```
! wB97M-V def2-TZVPD RIJCOSX def2/J DEFGRID3
* xyz -2 2
Co 0.379 0.923 -0.133
S 1.653 2.158 4.482
C 1.783 1.423 2.985
S 0.525 0.640 2.176
S 3.420 1.549 2.333
C 1.242 5.271 -0.601
Se 0.135 3.349 -0.254
C -0.424 3.438 -2.133
C 0.521 2.700 -3.059
Se 0.928 0.871 -2.471
C -0.470 -0.032 -3.474
H 0.499 6.070 -0.631
H 1.832 5.232 -1.521
H 1.888 5.359 0.269
H -0.467 4.494 -2.411
H -1.430 3.023 -2.200
H 1.479 3.217 -3.126
H 0.117 2.600 -4.071
H -0.326 0.121 -4.543
H -1.444 0.332 -3.153
H -0.376 -1.086 -3.219
Se 0.414 -2.265 -0.751
C 1.030 -3.966 -0.167
C 0.707 -4.463 1.104
C 1.162 -5.698 1.541
C 1.959 -6.491 0.723
C 2.287 -6.018 -0.543
C 1.830 -4.783 -0.978
H 0.102 -3.849 1.762
H 0.897 -6.040 2.536
H 2.321 -7.453 1.065
H 2.912 -6.615 -1.199
H 2.098 -4.426 -1.965
C 5.671 -1.131 2.515
Si 4.090 -1.271 1.490
C 4.432 -2.443 0.065
C 2.795 -2.038 2.592
C 3.596 0.451 0.877
Si 4.694 1.351 -0.360
C 6.453 1.533 0.298
C 4.016 3.068 -0.668
C 4.791 0.449 -2.006
H 5.841 -2.088 3.018
H 5.574 -0.358 3.281
H 6.552 -0.908 1.909
H 4.550 -3.459 0.453
H 5.338 -2.182 -0.486
H 3.582 -2.447 -0.623
H 3.124 -3.052 2.846
H 1.841 -2.103 2.070
H 2.649 -1.470 3.514
H 2.598 0.409 0.398
H 6.454 1.911 1.324
H 7.001 2.246 -0.326
H 6.997 0.586 0.285
H 4.191 3.733 0.180
H 2.933 3.039 -0.821
H 4.488 3.505 -1.555
H 5.439 -0.427 -1.971
H 5.191 1.138 -2.757
H 3.804 0.126 -2.341
C -3.712 3.803 -0.648
Si -4.108 2.031 -1.152
C -5.958 1.819 -0.824
C -3.971 1.859 -3.032
Sb -2.407 0.430 -0.085
Si -3.601 -1.789 -0.651
C -3.037 -2.371 -2.345
C -3.159 -3.079 0.641
C -5.491 -1.741 -0.763
Si -3.203 0.724 2.347
C -2.549 -0.638 3.457
C -5.087 0.651 2.520
C -2.682 2.421 2.938
H -3.911 4.487 -1.480
H -2.670 3.929 -0.343
H -4.349 4.101 0.189
H -6.464 2.582 -1.429
H -6.223 1.993 0.218
H -6.343 0.844 -1.118
H -4.449 2.717 -3.516
H -4.486 0.954 -3.365
H -2.941 1.806 -3.385
H -1.958 -2.533 -2.345
H -3.295 -1.648 -3.125
H -3.533 -3.320 -2.579
H -2.128 -2.948 0.974
H -3.243 -4.080 0.208
H -3.829 -3.017 1.503
H -5.819 -1.159 -1.628
H -5.968 -1.330 0.128
H -5.850 -2.768 -0.901
H -3.011 -1.599 3.220
H -2.804 -0.380 4.491
H -1.466 -0.733 3.387
H -5.526 -0.205 2.003
H -5.555 1.560 2.138
H -5.335 0.571 3.584
H -1.599 2.483 3.045
H -3.143 2.625 3.911
H -3.003 3.196 2.236
*
```